C31H36BBiF4NO2S5Te | the ωB97M-V functional and the def2-TZVPD basis

ORCA input file:
```
! wB97M-V def2-TZVPD RIJCOSX def2/J DEFGRID3
* xyz 0 2
Bi 0.010 -0.592 0.132
Te 3.078 1.483 0.083
S -0.803 2.333 -5.188
S 1.672 -1.546 -1.591
S -0.256 -0.598 -5.366
S 0.629 -3.281 -4.362
S 0.640 0.851 -3.069
F -2.286 -1.485 1.267
F -3.047 -1.347 -0.897
F -3.360 -3.302 0.296
F -1.230 -2.651 -0.373
O -1.261 1.972 0.645
O 0.885 -2.006 1.630
N 1.824 -0.003 1.335
C 2.973 -1.673 2.755
C 6.803 3.864 0.381
C 5.273 -1.656 3.456
C 0.914 -0.873 -3.024
C 0.504 -1.549 -4.111
C -0.200 0.941 -4.586
C 2.375 2.542 2.860
C 2.659 -2.546 3.792
C 8.179 5.189 -1.254
C 2.055 4.582 -0.363
C 4.881 2.613 -0.295
C -1.432 1.164 2.965
C 2.025 4.162 1.084
C 4.243 2.469 -2.767
C -2.603 1.926 0.136
C 5.120 2.952 -1.634
C 5.613 2.598 2.163
C -2.558 1.911 -1.372
C 7.034 4.268 -0.928
C 5.747 3.025 0.722
C 1.886 -1.202 1.859
C 1.587 5.065 2.052
C 2.425 2.894 1.516
C 4.281 -1.233 2.586
C 4.955 -2.508 4.506
C 6.193 3.788 -1.924
C -1.185 2.332 2.028
C 1.547 4.726 3.396
C 3.650 -2.953 4.673
C 2.409 -3.419 -4.659
C 1.943 3.459 3.805
B -2.558 -2.229 0.062
H -2.367 0.651 2.745
H -0.183 2.733 2.179
H -1.899 3.139 2.221
H 3.263 2.952 -2.751
H 2.604 -4.477 -4.832
H 1.641 -2.900 3.892
H 3.405 -3.622 5.488
H -1.471 1.524 3.995
H 6.294 -1.326 3.315
H 5.109 3.361 2.759
H 5.048 1.672 2.269
H 1.263 6.050 1.738
H 2.968 -3.091 -3.785
H 1.199 5.448 4.123
H 1.910 3.182 4.851
H 1.521 5.520 -0.503
H -1.918 2.710 -1.751
H -3.121 1.044 0.520
H 7.477 4.198 1.165
H 9.122 4.789 -0.879
H 2.698 -2.851 -5.540
H 6.377 4.066 -2.957
H 3.082 4.720 -0.711
H -2.213 0.952 -1.759
H -3.567 2.063 -1.761
H 8.033 6.166 -0.790
H 2.670 1.547 3.169
H 4.524 -0.576 1.761
H 8.276 5.338 -2.329
H 4.705 2.691 -3.727
H 1.583 3.834 -1.006
H -0.619 0.432 2.911
H 5.728 -2.831 5.192
H -3.125 2.819 0.493
H 6.601 2.437 2.594
H 4.075 1.390 -2.724
*
```

The molar mass is 1038.35 g mol⁻¹. The calculation puts the max |F| at 0.6 eV/A. Its total energy is -4306.1846 Eh. As for the highest occupied orbital energy (alpha / beta): -7.98 / -7.99 eV. The expectation value of S² is 0.756. For the HOMO-LUMO gap (alpha / beta), the calculation gives 0.2739 / 0.2108 Ha. The LUMO energy (alpha / beta) comes out at -0.53 / -2.26 eV. As for the energy relative to the best compared isomer or geometry (same formula, charge and spin): 5.6 kcal per mole.

Atomic partial charges in e from the Mulliken method, atoms 1 to 8: Bi 1.292; Te 0.474; S -0.233; S -0.258; S -0.143; S -0.035; S 0.261; F -0.326

C44H34As2MgN5O6S2 | the ωB97M-V functional and the def2-TZVPD basis

ORCA input file:
```
! wB97M-V def2-TZVPD RIJCOSX def2/J DEFGRID3
* xyz -1 1
As 3.350 0.115 4.893
As -0.634 1.010 -1.179
S 0.075 -0.997 3.902
S 0.292 -1.912 -1.907
Mg 2.051 -0.554 1.969
O 0.126 -0.238 2.620
O 1.264 -1.861 3.922
O 4.464 1.078 5.584
O -1.177 -1.646 4.163
O 3.393 -0.067 3.229
O 3.419 -1.471 5.647
N -1.702 -3.027 -3.245
N 2.801 -0.195 -0.042
N 0.392 -4.172 -3.289
N 1.803 1.700 1.465
N 2.484 -2.552 1.114
C 2.403 2.124 0.352
C -0.750 1.323 -4.153
C 2.901 1.041 -0.538
C -0.401 -3.140 -2.884
C -0.887 5.244 -1.364
C -2.291 0.173 -0.612
C -3.835 -0.877 0.890
C -2.636 0.347 -3.004
C -1.408 1.166 -5.366
C -2.232 -3.969 -4.009
C -1.573 5.600 -0.210
C 3.120 -1.246 -0.790
C 0.493 2.393 6.882
C -2.624 -0.233 0.671
C -3.146 -0.085 -1.688
C 1.271 2.589 2.293
C 3.387 1.269 -1.813
C 3.767 0.178 -2.582
C 2.334 -4.931 1.093
C 1.310 3.954 2.051
C 2.872 -2.576 -0.164
C -4.696 -1.123 -0.173
C -1.821 3.267 0.337
C -0.837 0.794 5.691
C -2.040 4.606 0.639
C -0.665 3.906 -1.656
C 2.998 -3.760 -0.875
C -4.352 -0.735 -1.460
C 2.722 -4.952 -0.238
C -0.748 1.866 6.568
C -1.494 -5.061 -4.454
C 3.628 -1.095 -2.075
C -3.683 -3.794 -4.360
C -1.133 2.898 -0.815
C -2.679 0.604 -5.395
C 1.580 0.769 5.455
C 2.503 3.472 0.041
C 0.317 0.259 5.134
C -3.290 0.192 -4.220
C -1.366 0.930 -2.977
C 1.943 4.397 0.905
C -0.170 -5.094 -4.051
C 2.219 -3.709 1.727
C 1.644 1.842 6.337
H 2.709 -1.991 5.234
H 3.871 -1.956 -2.678
H -1.923 -5.833 -5.079
H 1.988 5.454 0.675
H -1.750 6.643 0.022
H 2.627 2.226 6.586
H 1.889 -3.631 2.753
H -4.022 -4.547 -5.072
H -0.927 1.467 -6.289
H -3.836 -2.800 -4.782
H -4.091 -1.209 1.888
H 3.449 2.269 -2.217
H 2.096 -5.839 1.629
H 4.140 0.326 -3.587
H -5.633 -1.639 0.000
H 3.223 -3.751 -1.929
H -1.649 2.283 7.000
H -3.190 0.475 -6.342
H -2.200 2.501 1.004
H 2.996 3.803 -0.861
H -1.932 -0.087 1.491
H -4.289 -3.861 -3.455
H 2.781 -5.883 -0.785
H 0.571 3.232 7.564
H -0.130 3.645 -2.564
H -4.273 -0.261 -4.256
H 0.790 2.185 3.175
H 0.847 4.642 2.744
H -0.526 6.011 -2.039
H -1.794 0.362 5.430
H 0.475 -5.914 -4.362
H 0.255 1.731 -4.135
H -2.583 4.871 1.539
H -5.018 -0.958 -2.285
*
```

The molar mass is 967.07 g mol⁻¹. The calculation puts the max |F| at 0.3 eV/A. Its total energy is -7890.6824 Eh. As for the highest occupied orbital energy: -4.38 eV. For the HOMO-LUMO gap, the calculation gives 0.2263 Ha. The LUMO energy comes out at 1.78 eV. As for the energy relative to the best compared isomer or geometry (same formula, charge and spin): 11.1 kcal per mole.

Atomic partial charges in e from the Mulliken method, atoms 1 to 8: As 0.982; As 1.007; S 1.467; S 0.165; Mg 1.846; O -0.355; O -0.678; O -0.840

C4H7NO2 | the ωB97M-V functional and the def2-TZVPD basis

ORCA input file:
```
! wB97M-V def2-TZVPD RIJCOSX def2/J DEFGRID3
* xyz 0 1
O 1.950 -0.695 0.270
O -0.895 0.587 -0.897
N 0.934 -1.155 -1.568
C 0.114 1.202 1.328
C -0.160 0.150 0.333
C 0.982 -0.562 -0.406
C -1.467 -0.346 0.018
H -1.624 -1.346 -0.376
H 0.912 1.879 1.017
H -2.291 0.074 0.587
H -0.778 1.797 1.522
H 0.226 -0.797 -2.183
H 0.436 0.733 2.259
H 1.742 -1.604 -1.952
*
```

The molar mass is 101.10 g mol⁻¹. The calculation puts the max |F| at 4.2 eV/A. Its total energy is -361.8063 Eh. As for the highest occupied orbital energy: -9.43 eV. For the HOMO-LUMO gap, the calculation gives 0.3810 Ha. As for the SMILES: C[C@@]1(C(N)=O)CO1. The LUMO energy comes out at 0.94 eV. As for the energy relative to the best compared isomer or geometry (same formula, charge and spin): 46.8 kcal per mole.

Atomic partial charges in e from the Mulliken method, atoms 1 to 8: O -0.634; O -0.514; N -0.381; C -1.387; C 1.219; C 0.265; C -0.657; H 0.290

C37H66BClN3O15P | the ωB97M-V functional and the def2-TZVPD basis

ORCA input file:
```
! wB97M-V def2-TZVPD RIJCOSX def2/J DEFGRID3
* xyz 0 1
Cl 4.030 1.284 7.732
P 4.732 0.173 6.028
O -2.522 3.165 5.718
O -1.356 5.739 4.868
O -0.043 5.991 -3.193
O 5.659 2.817 -3.871
O -6.438 -4.998 -3.740
O -5.341 -4.231 -1.111
O 5.554 -3.194 1.544
O -1.566 -7.121 1.310
O 5.915 1.171 5.158
O 4.992 -3.678 4.074
O 5.046 -1.301 3.143
O 0.423 -4.966 0.983
O 8.271 2.765 -5.245
O -1.193 1.124 -0.203
O -2.909 5.303 -3.340
N -1.628 -0.309 -2.264
N 1.891 0.195 5.299
N 2.595 -1.373 2.434
C -2.818 -1.591 1.088
C -1.628 -1.128 2.121
C -0.789 5.411 -2.121
C 2.560 0.582 -2.618
C 3.254 -0.233 4.830
C -5.462 -3.974 -3.542
C 1.125 -5.533 2.085
C -2.755 5.232 -4.754
C -0.108 -0.465 -2.305
C 0.916 0.814 -2.624
C 5.955 3.532 -5.075
C -1.911 0.175 -0.832
C -1.925 4.528 -2.647
C 3.125 -0.935 -2.299
C 0.511 -1.991 -2.011
C -2.182 -6.311 2.309
C 6.336 3.359 -2.741
C -7.721 -4.628 -3.239
C 7.009 2.801 -5.914
C 2.139 -2.234 -2.002
C -1.344 -6.407 0.092
C -4.582 -4.272 -2.323
C 0.111 -5.937 -0.020
C 3.641 -0.977 3.436
C -5.700 -5.530 -0.652
C -0.703 0.110 4.579
C -1.047 5.977 6.240
C -1.944 -0.322 3.551
C 8.509 1.514 -4.603
C -3.718 3.878 6.017
C -2.042 3.440 4.398
C -0.900 4.462 4.421
C -0.035 -1.453 1.837
C 1.197 -1.020 2.858
C -3.202 -0.486 -0.062
C 0.900 -0.237 4.254
C -0.422 7.341 -3.449
B 5.187 -2.781 2.914
H 9.330 1.645 -3.891
H -6.064 -6.169 -1.463
H -3.868 3.855 7.101
H -0.094 4.786 -1.550
H -3.845 -1.048 -0.891
H 0.009 6.245 6.335
H 0.025 7.995 -2.696
H 6.303 2.619 -1.935
H 5.438 1.767 4.506
H -2.859 3.775 3.748
H -2.553 -2.661 0.666
H -7.660 -4.164 -2.253
H -1.171 6.188 -1.448
H -6.498 -5.424 0.089
H -3.058 -0.086 3.833
H -0.528 4.595 3.400
H -8.202 -3.940 -3.939
H -0.276 -2.850 -1.785
H -1.729 -5.320 2.373
H -1.539 3.726 -3.288
H -3.249 -6.213 2.092
H -2.039 -5.564 0.002
H -1.506 7.472 -3.452
H -3.932 0.302 0.423
H 5.045 -4.007 1.242
H -1.262 5.109 6.867
H 5.824 4.264 -2.407
H 4.291 -1.173 -2.277
H -0.035 7.625 -4.433
H -2.429 4.062 -1.795
H -4.829 -3.959 -4.436
H -1.953 0.479 -2.869
H -8.332 -5.533 -3.161
H 3.265 1.513 -2.818
H -3.667 4.923 5.698
H 6.270 4.559 -4.851
H 7.632 1.156 -4.060
H 0.246 -5.449 -0.990
H -4.838 -6.000 -0.174
H 2.171 -5.685 1.813
H -3.150 4.282 -5.119
H -1.659 2.497 3.995
H 1.078 -4.827 2.921
H 7.384 3.587 -2.957
H 0.466 1.888 -2.857
H -3.330 6.048 -5.202
H 7.158 3.353 -6.847
H -2.065 -6.811 3.276
H -4.072 -5.237 -2.430
H -0.985 0.682 5.568
H -0.065 4.108 5.038
H -1.655 6.817 6.588
H -1.709 5.338 -5.062
H 6.676 1.789 -6.172
H -1.552 -7.102 -0.728
H -4.566 3.387 5.535
H 0.237 -2.045 0.840
H 5.026 3.586 -5.651
H 0.687 -6.482 2.410
H 4.017 -3.967 4.059
H 8.807 0.772 -5.349
H 2.539 -3.320 -1.773
H -5.940 -2.991 -3.454
H 0.805 -6.785 0.029
H -3.804 -1.750 1.742
H -3.815 -3.495 -2.247
*
```

The molar mass is 870.18 g mol⁻¹. The calculation puts the max |F| at 8.4 eV/A. Its total energy is -3567.8265 Eh. As for the highest occupied orbital energy: -8.35 eV. For the HOMO-LUMO gap, the calculation gives 0.2514 Ha. As for the SMILES: O=C(CCc1ccc2nc(P(O)Cl)c(OB(O)O)nc2c1)Nc1ccccc1.COCCOC.COCCOC.COCCOC.COCCOC.COCCOC. The LUMO energy comes out at -1.51 eV.

Atomic partial charges in e from the Mulliken method, atoms 1 to 8: Cl -0.267; P 0.398; O -0.340; O -0.378; O -0.352; O -0.244; O -0.382; O -0.322

Which of these has the highest max |F|?
C37H66BClN3O15P